Entry 1:
Formula: C20H30BrIN3O13P3
Source: the OMol25 dataset
Level of theory: wB97M-V/def2-TZVPD

M: 820.198 g mol⁻¹
Energy above the lowest of the compared OMol25 structures with the same formula, charge and spin: 2.419 eV
DFT total energy: -158319.843 eV
Structure (SMILES): CCOCCO[C@@H]([C@@H](I)OCP(O)Br)N(CP(=O)(O)O)P(O)O.O=[N+]([O-])c1ccccc1.O=[N+]([O-])c1ccccc1

ORCA input file:
```
! RIJCOSX wB97M-V def2-TZVPD def2/J DEFGRID3
* xyz 0 1
H 3.8621 3.4542 -2.3644
H 4.7887 -0.1885 1.3663
H -2.5977 -5.4889 7.2508
O -0.1365 0.3545 -1.2010
H 5.6647 1.4468 -2.1372
N -2.8326 -2.3217 3.9236
C -4.6289 -3.9473 4.3426
H -2.2466 0.4816 -1.1575
H 0.2007 -2.5448 -2.6881
C 3.7853 2.5535 -1.7161
H -6.1052 -5.4335 4.7925
O -3.5027 -1.8553 3.0281
H 0.8161 2.1050 -0.8205
H -6.3888 2.8277 0.1016
C 5.8916 -0.2406 1.2903
P 1.5157 -0.9983 -3.5828
H 5.8463 -2.8633 -0.7492
C -2.6455 -3.9808 5.7292
C 0.7918 1.3258 -1.6176
H -1.6773 -3.5809 5.9972
O 5.3185 -3.4141 -1.3447
H -5.2041 -3.5207 3.5323
H 5.8596 3.0984 -1.4935
C -5.1381 -5.0241 5.0532
C -3.1635 -5.0558 6.4364
H -7.4721 2.5830 -2.1061
C -3.3829 -3.4393 4.6848
C -4.7182 4.3102 -3.0561
H -4.2360 4.0049 0.2989
C 5.2654 2.1609 -1.3855
C 3.7359 -1.1050 -1.9848
C -4.4056 -5.5789 6.0962
C -6.5283 3.1084 -2.0223
C -5.9194 3.2434 -0.7804
H 4.3355 -0.4421 -1.3129
O -2.3379 5.5689 -2.7136
H 2.2325 -1.2676 -5.6659
C -1.3320 0.9499 -0.7281
N 2.3285 -0.6551 -2.0588
O 5.4073 1.7142 -0.0366
H 6.3494 0.0460 2.2529
H 7.3794 1.0554 0.3800
O -0.9117 -0.7895 1.4309
C 2.2508 0.7567 -1.6953
P -1.4499 0.7876 1.1685
H -4.8039 -6.4233 6.6456
O 0.6765 -2.4573 -3.5204
H 6.2059 -1.2790 1.0549
N -2.8245 5.1105 -1.7030
C 6.3713 0.6810 0.0966
H -4.2585 4.7232 -3.9433
H 2.6517 0.8257 -0.6538
I 0.1691 2.3998 -3.4155
O 3.1101 1.5670 -2.4927
C -4.7058 3.9071 -0.6703
P 3.7620 -2.8020 -1.2147
O 3.4218 -2.5946 0.4195
H 4.2797 -1.1355 -2.9504
O 2.6451 -1.0066 -4.8386
H -6.4083 3.5368 -4.1229
O 2.7972 -3.7115 -1.9127
Br -3.6989 0.9438 1.6040
H -1.3902 2.0467 -0.9153
H 6.4558 0.0253 -0.7938
H 3.2260 2.8747 -0.8129
H -1.3504 -1.0621 2.2535
C -4.1142 4.4310 -1.8118
O -1.7248 -1.9167 4.2219
H 3.0802 -1.6953 0.5031
C -5.9304 3.6431 -3.1577
O -2.3068 5.1677 -0.6066
*
```


Entry 2:
Formula: C20H30Ca2F3N2O20
Source: the OMol25 dataset
Level of theory: wB97M-V/def2-TZVPD

M: 755.604 g mol⁻¹
DFT total energy: -110158.758 eV

ORCA input file:
```
! RIJCOSX wB97M-V def2-TZVPD def2/J DEFGRID3
* xyz 1 1
C 14.9242 4.8979 20.6702
H 7.1771 3.7371 16.4422
H 15.4507 6.4115 10.9558
Ca 9.5379 12.6921 10.8542
O 9.8014 9.9594 14.5180
H 10.9065 17.5910 7.2608
C 11.6125 17.3347 6.4709
O 10.9519 11.4507 15.2682
H 9.1238 4.3066 15.2413
C 11.8921 5.5964 22.1020
O 8.1288 16.3069 13.7480
C 17.5602 6.8437 10.6113
H 9.1878 4.1186 13.6918
C 12.7723 5.6867 20.8032
H 13.7003 7.5819 21.5514
O 12.3536 15.1988 7.7018
O 16.1258 8.2379 11.7740
N 10.4384 10.3413 15.5196
H 18.4184 7.4047 10.9814
O 10.4731 9.8453 16.6681
O 13.2879 15.3922 9.6847
H 6.0415 12.3507 22.1427
O 15.0393 6.1966 20.6549
C 9.5600 1.5305 15.5558
H 12.4056 18.0580 6.6607
H 8.2690 13.1618 23.3730
H 11.3162 17.5639 5.4473
H 12.5145 5.6545 22.9949
F 14.4476 13.4953 7.3024
H 15.4116 5.9475 13.2701
H 17.3855 7.1525 9.5807
H 6.2537 12.0578 20.6299
H 12.9178 15.7090 5.7213
F 15.7817 14.5416 8.5305
O 8.4421 13.6157 20.3268
C 9.6722 13.9547 20.7471
O 15.8473 4.0824 20.6162
O 16.5146 9.6200 13.6078
C 16.3843 8.5185 13.0903
C 8.3861 13.9396 22.6184
O 16.6011 7.4676 13.7367
H 8.1149 14.9101 23.0340
O 10.2133 0.5923 16.0073
H 13.9225 16.6140 8.1475
C 6.9039 12.2459 21.4843
C 13.6708 15.5762 8.3656
C 7.5381 13.6219 21.3781
H 11.1231 6.3682 22.0685
H 6.4496 4.2481 14.9778
H 12.2252 5.6241 19.8625
H 5.9581 2.6379 15.9491
H 13.7686 7.4009 19.8563
C 7.8095 2.6325 14.7631
C 12.1125 15.8614 6.4399
O 9.6785 13.9697 22.0891
C 16.2867 6.8708 11.4833
N 8.3601 17.4268 14.3299
H 11.3924 4.6378 21.9622
H 7.4021 2.2006 13.8490
O 9.4870 17.5601 14.7652
O 7.5345 18.2916 14.4357
H 6.8768 14.4871 21.3321
C 13.7274 6.8167 20.7756
H 17.8863 5.8036 10.6143
O 13.6428 4.5474 20.7665
C 14.8448 14.6877 7.6898
O 10.1010 2.4945 14.7679
C 6.6807 3.3509 15.5521
C 16.3837 6.3091 12.9347
H 11.3514 15.1951 6.0339
H 7.5100 11.4159 21.8473
O 10.6767 14.1814 20.0125
H 17.1219 5.5341 13.1408
C 9.0590 3.4636 14.5534
O 8.2353 1.6972 15.7471
F 15.3319 15.3264 6.5898
Ca 14.4217 15.6226 15.5898
*
```


Entry 3:
Formula: C20H30ClO19
Source: the OMol25 dataset
Level of theory: wB97M-V/def2-TZVPD

M: 609.894 g mol⁻¹
Energy above the lowest of the compared OMol25 structures with the same formula, charge and spin: 0.000 eV
DFT total energy: -72648.970 eV

ORCA input file:
```
! RIJCOSX wB97M-V def2-TZVPD def2/J DEFGRID3
* xyz -1 1
H -2.1409 -4.5446 -0.0275
C 1.4441 4.6903 -1.5948
O 2.4320 6.5700 -2.6900
O -0.1342 -4.9575 -0.1580
O -0.9193 3.4789 1.1762
H -6.7384 -0.5739 -0.7806
H 2.3853 -3.9195 2.2480
H 0.3266 0.3168 3.7922
C 2.4070 5.8482 -1.4492
C 0.3861 -5.1537 -1.4064
O 5.5958 -5.6488 0.0712
C 2.8048 -4.1258 1.2628
H 3.5097 -1.7199 -1.1035
H -7.1947 -1.7824 0.3901
C 0.3297 1.8355 2.2635
C -4.2607 0.0340 0.0314
C -0.6714 3.8856 2.4344
C -1.1800 -3.5086 -1.6478
H -1.2598 0.6936 3.1139
H 2.2045 -1.3427 0.0090
C -1.2071 -4.0033 -0.1980
H 4.0173 4.3901 -1.4880
H -4.8281 -2.0198 0.3434
C -0.2096 0.5430 2.8687
O -0.9759 4.9551 2.8671
O -0.2213 -4.3706 -2.2996
O 3.7416 -5.1883 1.2644
C -3.8885 -0.1199 2.2612
O 0.0783 -0.5202 -3.5333
C -0.3305 2.1970 0.9309
H -1.0941 1.4844 0.6294
O -1.6605 0.2147 -2.1058
H 1.9278 -4.3777 0.6649
O 4.5822 6.2274 -2.2271
H 3.9165 -2.2963 1.4714
C 3.7047 6.8565 -3.0345
C -0.9685 -2.9072 0.8194
C 4.7578 -4.8896 0.4299
O 0.4961 -0.1034 -1.2393
C -5.1925 -1.0298 0.6266
H -4.7695 0.9555 -0.2616
H 1.4182 1.7794 2.2334
H 0.4330 5.0516 -1.7769
C 3.5804 -2.9401 0.6528
H 1.4008 4.0382 -0.7232
H -2.1218 -3.6232 -2.1787
H 2.1727 -2.8241 -0.9687
C 2.8103 -2.1537 -0.3874
O -3.3662 0.3172 1.1047
C 3.8797 5.4464 -1.2578
O 4.7010 -3.5914 0.0557
O -3.4561 0.1185 3.3411
H 0.4219 2.2746 0.1492
Cl -0.2449 0.3215 -2.4095
H -3.7636 -0.3341 -0.8646
H -1.8308 -2.2358 0.8129
C -6.6504 -0.8427 0.2729
H -0.1094 -2.3096 0.5080
H 4.2278 5.6914 -0.2590
O 0.0642 1.6934 -2.7312
H -0.0460 -0.2788 2.1708
H 1.7212 4.0737 -2.4525
O 4.0130 7.5707 -3.9295
O -5.0027 -0.8662 2.0384
O -0.0326 2.9259 3.1331
H -7.1099 -0.1114 0.9321
H -0.8039 -3.3173 1.8132
O 1.2650 -5.9258 -1.6183
H 2.0485 6.4671 -0.6231
H -0.8221 -2.4885 -1.7626
*
```


Entry 4:
Formula: C20H30F6O4P
Source: the OMol25 dataset
Level of theory: wB97M-V/def2-TZVPD

M: 479.418 g mol⁻¹
DFT total energy: -55001.031 eV

ORCA input file:
```
! RIJCOSX wB97M-V def2-TZVPD def2/J DEFGRID3
* xyz -1 1
H 1.9259 2.6677 1.1368
H -4.1802 2.2427 -0.1824
H -4.2951 2.3724 1.7763
H -1.2127 0.6571 -0.7623
C -3.8087 1.8117 0.8656
H -4.0180 -0.0793 3.2496
H -1.9151 -4.4207 1.7277
C -4.1168 -0.6250 -0.5178
H -1.7623 -6.0525 -0.4564
C 6.8512 -2.7218 0.5661
F -2.9644 7.3632 -1.4541
H 3.2583 2.6067 -0.1949
H -0.1704 3.4200 -1.5837
F -0.7090 5.6185 -2.0985
H -3.5746 -5.1522 1.1121
O -0.7371 -4.1764 -0.7988
H 6.3499 -3.4072 1.3718
C -2.1496 2.0203 0.8950
C -4.1036 -0.6207 2.2147
O -4.6962 -0.1138 -1.6095
C 0.0336 -4.9717 -1.8083
H 7.8034 -2.2257 1.0593
C -3.3641 -2.1184 -0.5335
F -1.1555 7.3586 -2.6386
H 0.0091 3.2649 0.2865
H 2.4305 -1.2406 -0.4002
C 2.3568 1.9842 0.2665
C -2.7109 -4.3895 0.8515
O 1.0359 -5.7863 -1.4082
C 5.8634 -1.4940 0.0533
C -1.5008 1.8040 -0.5982
F -1.0753 7.8966 -0.5464
C 2.8557 0.5916 0.9887
C -4.2760 -2.2726 2.0311
F -2.6679 5.5303 -1.1880
P -1.5874 6.6453 -1.3218
H -2.2295 2.0940 -1.4788
C 4.4127 -1.5357 0.8170
H 6.4769 -0.4919 0.2288
H 5.7341 -1.6085 -1.1075
C 1.2335 1.7103 -0.9343
H 1.9165 0.1665 1.5815
H -1.7528 1.1109 1.5588
H 7.1070 -3.3749 -0.3881
H -1.8215 3.0014 1.4414
F -0.9519 6.1054 -0.0052
H 4.4950 -1.1029 1.9237
C -3.4446 -2.9072 0.7259
C -4.0273 0.1650 0.9536
O -4.9874 -3.0505 2.8522
H -0.2254 -4.9638 -2.9704
H 4.0131 -2.6438 0.9500
C -0.0951 2.6444 -0.7074
H -2.7942 -2.4150 -1.5116
H 1.7878 2.0240 -1.9411
H 0.9922 0.5502 -1.0657
C -2.0140 -4.9112 -0.5377
H 3.8573 -0.1079 -1.0126
H 3.6547 0.9049 1.7988
C 3.3563 -0.5772 -0.0472
H -2.7152 -4.7739 -1.4751
*
```


DFT total energy of number 4 (C20H30F6O4P)?
-55001.031 eV


Please write out number 3 again, unchanged.
Formula: C20H30ClO19
Source: the OMol25 dataset
Level of theory: wB97M-V/def2-TZVPD

M: 609.894 g mol⁻¹
Energy above the lowest of the compared OMol25 structures with the same formula, charge and spin: 0.000 eV
DFT total energy: -72648.970 eV

ORCA input file:
```
! RIJCOSX wB97M-V def2-TZVPD def2/J DEFGRID3
* xyz -1 1
H -2.1409 -4.5446 -0.0275
C 1.4441 4.6903 -1.5948
O 2.4320 6.5700 -2.6900
O -0.1342 -4.9575 -0.1580
O -0.9193 3.4789 1.1762
H -6.7384 -0.5739 -0.7806
H 2.3853 -3.9195 2.2480
H 0.3266 0.3168 3.7922
C 2.4070 5.8482 -1.4492
C 0.3861 -5.1537 -1.4064
O 5.5958 -5.6488 0.0712
C 2.8048 -4.1258 1.2628
H 3.5097 -1.7199 -1.1035
H -7.1947 -1.7824 0.3901
C 0.3297 1.8355 2.2635
C -4.2607 0.0340 0.0314
C -0.6714 3.8856 2.4344
C -1.1800 -3.5086 -1.6478
H -1.2598 0.6936 3.1139
H 2.2045 -1.3427 0.0090
C -1.2071 -4.0033 -0.1980
H 4.0173 4.3901 -1.4880
H -4.8281 -2.0198 0.3434
C -0.2096 0.5430 2.8687
O -0.9759 4.9551 2.8671
O -0.2213 -4.3706 -2.2996
O 3.7416 -5.1883 1.2644
C -3.8885 -0.1199 2.2612
O 0.0783 -0.5202 -3.5333
C -0.3305 2.1970 0.9309
H -1.0941 1.4844 0.6294
O -1.6605 0.2147 -2.1058
H 1.9278 -4.3777 0.6649
O 4.5822 6.2274 -2.2271
H 3.9165 -2.2963 1.4714
C 3.7047 6.8565 -3.0345
C -0.9685 -2.9072 0.8194
C 4.7578 -4.8896 0.4299
O 0.4961 -0.1034 -1.2393
C -5.1925 -1.0298 0.6266
H -4.7695 0.9555 -0.2616
H 1.4182 1.7794 2.2334
H 0.4330 5.0516 -1.7769
C 3.5804 -2.9401 0.6528
H 1.4008 4.0382 -0.7232
H -2.1218 -3.6232 -2.1787
H 2.1727 -2.8241 -0.9687
C 2.8103 -2.1537 -0.3874
O -3.3662 0.3172 1.1047
C 3.8797 5.4464 -1.2578
O 4.7010 -3.5914 0.0557
O -3.4561 0.1185 3.3411
H 0.4219 2.2746 0.1492
Cl -0.2449 0.3215 -2.4095
H -3.7636 -0.3341 -0.8646
H -1.8308 -2.2358 0.8129
C -6.6504 -0.8427 0.2729
H -0.1094 -2.3096 0.5080
H 4.2278 5.6914 -0.2590
O 0.0642 1.6934 -2.7312
H -0.0460 -0.2788 2.1708
H 1.7212 4.0737 -2.4525
O 4.0130 7.5707 -3.9295
O -5.0027 -0.8662 2.0384
O -0.0326 2.9259 3.1331
H -7.1099 -0.1114 0.9321
H -0.8039 -3.3173 1.8132
O 1.2650 -5.9258 -1.6183
H 2.0485 6.4671 -0.6231
H -0.8221 -2.4885 -1.7626
*
```


Please write out number 4 again, unchanged.
Formula: C20H30F6O4P
Source: the OMol25 dataset
Level of theory: wB97M-V/def2-TZVPD

M: 479.418 g mol⁻¹
DFT total energy: -55001.031 eV

ORCA input file:
```
! RIJCOSX wB97M-V def2-TZVPD def2/J DEFGRID3
* xyz -1 1
H 1.9259 2.6677 1.1368
H -4.1802 2.2427 -0.1824
H -4.2951 2.3724 1.7763
H -1.2127 0.6571 -0.7623
C -3.8087 1.8117 0.8656
H -4.0180 -0.0793 3.2496
H -1.9151 -4.4207 1.7277
C -4.1168 -0.6250 -0.5178
H -1.7623 -6.0525 -0.4564
C 6.8512 -2.7218 0.5661
F -2.9644 7.3632 -1.4541
H 3.2583 2.6067 -0.1949
H -0.1704 3.4200 -1.5837
F -0.7090 5.6185 -2.0985
H -3.5746 -5.1522 1.1121
O -0.7371 -4.1764 -0.7988
H 6.3499 -3.4072 1.3718
C -2.1496 2.0203 0.8950
C -4.1036 -0.6207 2.2147
O -4.6962 -0.1138 -1.6095
C 0.0336 -4.9717 -1.8083
H 7.8034 -2.2257 1.0593
C -3.3641 -2.1184 -0.5335
F -1.1555 7.3586 -2.6386
H 0.0091 3.2649 0.2865
H 2.4305 -1.2406 -0.4002
C 2.3568 1.9842 0.2665
C -2.7109 -4.3895 0.8515
O 1.0359 -5.7863 -1.4082
C 5.8634 -1.4940 0.0533
C -1.5008 1.8040 -0.5982
F -1.0753 7.8966 -0.5464
C 2.8557 0.5916 0.9887
C -4.2760 -2.2726 2.0311
F -2.6679 5.5303 -1.1880
P -1.5874 6.6453 -1.3218
H -2.2295 2.0940 -1.4788
C 4.4127 -1.5357 0.8170
H 6.4769 -0.4919 0.2288
H 5.7341 -1.6085 -1.1075
C 1.2335 1.7103 -0.9343
H 1.9165 0.1665 1.5815
H -1.7528 1.1109 1.5588
H 7.1070 -3.3749 -0.3881
H -1.8215 3.0014 1.4414
F -0.9519 6.1054 -0.0052
H 4.4950 -1.1029 1.9237
C -3.4446 -2.9072 0.7259
C -4.0273 0.1650 0.9536
O -4.9874 -3.0505 2.8522
H -0.2254 -4.9638 -2.9704
H 4.0131 -2.6438 0.9500
C -0.0951 2.6444 -0.7074
H -2.7942 -2.4150 -1.5116
H 1.7878 2.0240 -1.9411
H 0.9922 0.5502 -1.0657
C -2.0140 -4.9112 -0.5377
H 3.8573 -0.1079 -1.0126
H 3.6547 0.9049 1.7988
C 3.3563 -0.5772 -0.0472
H -2.7152 -4.7739 -1.4751
*
```


DFT total energy of number 2 (C20H30Ca2F3N2O20)?
-110158.758 eV